No. 1
This record from the Open Molecules 2025 dataset describes a molecular structure, C41H25AsClF12O2PPd. The level of theory is the ωB97M-V functional and the def2-TZVPD basis.

Results
energy above the lowest of the compared OMol25 structures with the same formula, charge and spin	81.0	kJ/mol
highest occupied orbital energy (spin up / spin down)	-8.24 / -8.24	eV
energy	-165761.8985	eV

CARTESIAN COORDINATES (ANGSTROEM)
Pd: 0.9735 0.3020 1.6473
C: 1.8974 1.8770 -4.2119
C: 2.6448 1.1824 -3.2689
C: 2.3312 1.2790 -1.9204
C: 1.2694 2.0866 -1.5190
C: 0.5164 2.7807 -2.4621
C: 0.8308 2.6702 -3.8094
As: 0.9149 2.3020 0.3683
C: -0.6111 3.4550 0.5166
C: -1.9375 3.1385 0.2841
C: -2.9118 4.1071 0.4782
C: -2.5451 5.3750 0.9102
C: -1.2125 5.6855 1.1526
C: -0.2287 4.7239 0.9578
C: 1.2216 4.8996 1.2085
C: 1.8365 6.0622 1.6542
C: 3.2101 6.0808 1.8613
C: 3.9776 4.9483 1.6305
C: 3.3720 3.7807 1.1859
C: 2.0063 3.7662 0.9764
H: 2.1424 1.7927 -5.2646
H: 3.4704 0.5548 -3.5850
H: 2.8980 0.7217 -1.1866
H: -0.3088 3.4061 -2.1455
H: 0.2448 3.2103 -4.5448
H: -2.2177 2.1411 -0.0317
H: -3.9549 3.8726 0.3028
H: -3.3079 6.1292 1.0669
H: -0.9479 6.6764 1.5014
H: 1.2538 6.9555 1.8457
H: 3.6880 6.9891 2.2110
H: 5.0468 4.9750 1.8029
H: 3.9624 2.8895 1.0127
Cl: -0.2550 1.5307 3.1735
F: 5.0317 -1.0947 0.0950
C: 4.4397 -1.7742 1.0840
F: 5.3160 -1.9582 2.0616
F: 4.0746 -2.9730 0.6041
C: 3.1905 -1.0343 1.5861
O: 2.5102 -0.4992 0.6333
O: 2.8811 -1.0332 2.7772
F: -0.7577 -7.7130 3.0961
C: 0.4201 -7.1431 2.7724
F: 1.1929 -7.1673 3.8663
F: 0.9955 -7.9368 1.8494
C: 0.2192 -5.7536 2.2466
C: 0.6671 -4.6552 2.9547
C: 0.4525 -3.3803 2.4425
C: -0.2114 -3.2064 1.2314
C: -0.6507 -4.3274 0.5286
C: -0.4383 -5.5971 1.0313
P: -0.4812 -1.4836 0.6740
C: -0.1463 -1.5566 -1.1119
C: -0.8731 -0.7794 -2.0123
C: -0.5351 -0.7549 -3.3557
C: 0.5449 -1.4985 -3.8026
C: 1.2889 -2.2629 -2.9156
C: 0.9460 -2.2862 -1.5742
C: 0.9094 -1.5021 -5.2559
F: 0.3996 -2.5699 -5.8954
F: 2.2438 -1.5414 -5.4279
F: 0.4512 -0.4079 -5.8924
C: -2.3023 -1.3167 0.7984
C: -3.2045 -2.0251 -0.0009
C: -4.5653 -1.8578 0.1639
C: -5.0360 -0.9812 1.1372
C: -4.1574 -0.2806 1.9412
C: -2.7875 -0.4495 1.7690
C: -6.5157 -0.7857 1.2695
F: -7.1676 -1.9609 1.2985
F: -7.0054 -0.0926 0.2198
F: -6.8421 -0.1108 2.3802
H: 1.1889 -4.7837 3.8940
H: 0.8185 -2.5202 2.9850
H: -1.1492 -4.2092 -0.4285
H: -0.7764 -6.4686 0.4833
H: -1.7075 -0.1802 -1.6673
H: -1.0973 -0.1406 -4.0478
H: 2.1435 -2.8268 -3.2687
H: 1.5449 -2.8662 -0.8790
H: -2.8414 -2.6995 -0.7677
H: -5.2665 -2.4039 -0.4565
H: -4.5269 0.3973 2.6995
H: -2.0981 0.1056 2.3870

Atom charges from the Löwdin analysis, given in e for atoms 1 to 5: number 1, Pd, carries 0.3762; number 2, C, carries -0.0841; number 3, C, carries -0.0719; number 4, C, carries -0.0974; number 5, C, carries -0.3450

---

No. 2
This record from the Open Molecules 2025 dataset describes 3 unconnected molecules or ions with the total composition C41H25F17O7 in a non-equilibrium geometry. The level of theory is the ωB97M-V functional and the def2-TZVPD basis.

Results
highest occupied orbital energy	-9.71	eV
structure (SMILES)	CCCOCOC(=O)C(F)(F)C(F)(F)C(F)(F)C(F)(F)C(F)(F)C(F)(F)C(F)(F)C(F)(F)F.O=C1c2ccccc2C(=O)c2ccccc21.O=C1c2ccccc2C(=O)c2ccccc21
energy	-103439.4954	eV

CARTESIAN COORDINATES (ANGSTROEM)
C: -4.7579 -1.1473 -0.2509
C: -5.9819 -2.1538 0.2236
C: -6.4307 -3.2265 -0.9730
O: -5.3608 -4.2452 -1.0919
C: -5.3510 -4.8421 -2.4558
O: -4.0470 -4.6147 -3.1627
C: -4.2130 -3.3764 -3.9913
O: -4.3825 -2.2358 -3.3189
C: -4.2354 -3.5002 -5.6596
F: -4.6546 -4.9297 -5.9126
F: -5.2619 -2.5116 -6.1041
C: -2.7092 -3.1677 -6.1573
F: -2.2475 -1.9879 -5.3944
F: -1.8621 -4.3229 -5.6751
C: -2.4933 -3.0981 -7.7755
F: -3.7783 -3.6147 -8.3850
F: -1.4505 -4.0629 -8.2927
C: -2.3262 -1.5777 -8.3970
F: -3.4509 -0.7757 -7.7821
F: -2.6708 -1.6907 -9.8321
C: -0.9323 -0.8192 -8.0434
F: -0.0068 -1.7338 -7.2694
F: -1.2799 0.2491 -7.0311
C: -0.0380 -0.2803 -9.2941
F: 0.1783 -1.3299 -10.3609
F: 1.3534 -0.0664 -8.7398
C: -0.5316 1.0591 -10.0583
F: -1.8327 0.9361 -10.7992
F: 0.4868 1.3224 -11.1457
C: -0.6231 2.4366 -9.1948
F: -2.0205 2.5924 -8.6405
F: 0.4389 2.6575 -8.1937
F: -0.4935 3.5678 -10.1889
H: -4.9693 -0.6204 -1.2860
H: -3.7627 -1.7970 -0.3539
H: -4.5243 -0.2950 0.5164
H: -5.5876 -2.8407 1.1134
H: -6.8870 -1.4672 0.5645
H: -6.6107 -2.6132 -1.9715
H: -7.4889 -3.7116 -0.7167
H: -6.2615 -4.4606 -3.1268
H: -5.5689 -6.0048 -2.2974
O: -1.3369 3.0644 6.9488
C: -1.7197 2.3958 5.9967
C: -0.7875 2.0443 4.9060
C: 0.5481 2.4619 4.9738
C: 1.4444 2.0998 3.9672
C: 1.0122 1.3212 2.8939
C: -0.3221 0.9190 2.8156
C: -1.2252 1.2865 3.8205
C: -2.6386 0.8717 3.7202
O: -3.0351 0.2528 2.7394
C: -3.5657 1.2059 4.8194
C: -4.9007 0.7858 4.7512
C: -5.7760 1.0677 5.8010
C: -5.3226 1.7674 6.9190
C: -3.9962 2.1996 6.9824
C: -3.1167 1.9228 5.9275
H: 0.8938 3.0652 5.8114
H: 2.4821 2.4210 4.0236
H: 1.7137 1.0284 2.1159
H: -0.6536 0.3156 1.9721
H: -5.2605 0.2348 3.8838
H: -6.8111 0.7372 5.7481
H: -6.0024 1.9789 7.7415
H: -3.6510 2.7481 7.8574
O: 10.1697 0.3461 4.8422
C: 9.0744 0.8786 4.7114
C: 7.9018 0.0848 4.2908
C: 8.0415 -1.2901 4.0608
C: 6.9301 -2.0541 3.7020
C: 5.6795 -1.4505 3.5735
C: 5.5416 -0.0777 3.7849
C: 6.6563 0.6925 4.1382
C: 6.5044 2.1469 4.3424
O: 5.4217 2.6897 4.1549
C: 7.6716 2.9369 4.7819
C: 7.5298 4.3115 5.0135
C: 8.6191 5.0601 5.4617
C: 9.8493 4.4406 5.6798
C: 9.9965 3.0735 5.4357
C: 8.9062 2.3206 4.9804
H: 9.0135 -1.7691 4.1647
H: 7.0394 -3.1224 3.5283
H: 4.8109 -2.0483 3.3062
H: 4.5632 0.3876 3.6777
H: 6.5711 4.8010 4.8502
H: 8.5061 6.1265 5.6448
H: 10.6959 5.0223 6.0383
H: 10.9612 2.5981 5.6055

Atom charges from the Löwdin analysis, given in e for atoms 1 to 5: number 1, C, carries -0.1419; number 2, C, carries -0.2057; number 3, C, carries -0.2188; number 4, O, carries -0.1629; number 5, C, carries -0.1587

---

Which of these has the highest energy? C41H25F17O7